Entry 1:
{
  "formula": "C2H4Cl3NS",
  "method": "ωB97M-V/def2-TZVPD",
  "symbols": ["C", "C", "N", "S", "Cl", "Cl", "Cl", "H", "H", "H", "H"],
  "positions_angstrom": [[-0.1368, 0.9701, -1.2232], [1.2094, -0.9145, 1.2374], [-0.8466, -0.1599, -0.8619], [-1.9652, 0.0288, 0.2851], [1.0189, -2.5409, 1.8641], [2.9060, -0.5852, 0.6783], [0.4493, 0.3159, 2.1747], [-0.7903, 1.5925, -1.8467], [0.1077, 1.5895, -0.3372], [0.6850, 0.6553, -1.7292], [-2.6373, -0.9517, -0.2414]],
  "forces_ev_per_a": [[-1.513, 2.382, 1.806], [1.362, -0.395, 0.279], [-0.428, -1.899, -0.080], [-0.422, 0.649, 0.116], [-0.020, 0.942, -0.474], [-1.814, -0.134, 0.510], [0.760, -0.311, -0.099], [0.199, 0.123, -0.233], [0.337, 0.086, -0.417], [2.612, -0.422, -1.596], [-1.073, -1.023, 0.189]],
  "spin_multiplicity": 1,
  "fmax_ev_per_a": 3.351,
  "e_homo_ev": [-8.170, -9.044],
  "lumo_ev": [-1.096, -0.271],
  "orbital_gap_ev": [7.07, 8.77]
}

Entry 2:
{
  "formula": "C2H4ClF",
  "method": "ωB97M-V/def2-TZVPD",
  "symbols": ["C", "C", "F", "Cl", "H", "H", "H", "H"],
  "positions_angstrom": [[0.7413, 0.6459, -0.9759], [-0.6276, -0.9922, 1.0476], [0.2878, 1.8824, -0.5123], [-1.6800, 0.3235, 1.0539], [0.2665, 0.3108, -1.9258], [1.6902, 0.2439, -0.6440], [-0.8576, -1.6688, 0.2531], [0.1794, -0.7454, 1.7034]],
  "forces_ev_per_a": [[-1.247, 0.841, -0.532], [-0.390, 1.254, -0.253], [1.133, -2.095, -0.725], [-1.133, 0.570, 0.234], [0.359, 0.507, 1.010], [-0.069, 0.615, 0.244], [0.659, -0.658, 0.118], [0.688, -1.033, -0.097]],
  "spin_multiplicity": 1,
  "fmax_ev_per_a": 2.490,
  "e_homo_ev": [-8.281, -8.731],
  "lumo_ev": [0.404, 0.162],
  "orbital_gap_ev": [8.68, 8.89]
}

Entry 3:
{
  "formula": "C2H4ClF",
  "method": "ωB97M-V/def2-TZVPD",
  "symbols": ["F", "C", "C", "Cl", "H", "H", "H", "H"],
  "positions_angstrom": [[-1.6745, -0.7432, -0.2218], [-1.0883, 0.4006, 0.3721], [0.1334, 0.8784, -0.2505], [1.3774, -0.3097, 0.0381], [-0.8967, -0.0379, 1.4082], [-1.7859, 1.2770, 0.3265], [-0.1452, 1.2159, -1.3382], [0.2119, 1.8249, 0.2227]],
  "forces_ev_per_a": [[0.218, 0.924, -0.485], [-2.067, -1.471, 1.865], [-1.251, 0.425, -2.531], [0.867, 0.243, -0.519], [-0.238, 1.442, -0.966], [-0.037, -1.090, 0.347], [1.168, -1.317, 1.521], [1.340, 0.844, 0.768]],
  "spin_multiplicity": 1,
  "fmax_ev_per_a": 3.149,
  "e_homo_ev": -11.101,
  "lumo_ev": 0.945,
  "orbital_gap_ev": 12.05
}

Entry 4:
{
  "formula": "C2H4ClIS",
  "method": "ωB97M-V/def2-TZVPD",
  "symbols": ["C", "C", "S", "Cl", "I", "H", "H", "H", "H"],
  "positions_angstrom": [[-0.0036, -1.4652, -1.3310], [-0.7542, 1.0090, 1.0937], [0.6781, -0.1976, -1.9276], [2.8547, 0.2405, -1.6110], [-1.6890, -0.9622, 1.4650], [0.5861, -2.1461, -0.8029], [-0.5350, 1.3051, 2.1102], [0.1864, 0.6240, 0.5909], [-1.3235, 1.5927, 0.4126]],
  "forces_ev_per_a": [[0.588, 1.937, -1.213], [1.873, -2.897, -0.070], [-0.250, -0.178, -0.086], [-0.760, -0.303, 0.049], [0.007, 0.768, -0.191], [0.427, -1.581, 1.039], [-0.191, 0.718, -0.251], [-1.063, 0.998, 0.727], [-0.630, 0.539, -0.005]],
  "spin_multiplicity": 1,
  "fmax_ev_per_a": 3.450,
  "e_homo_ev": -9.419,
  "lumo_ev": -0.759,
  "orbital_gap_ev": 8.66
}

Entry 5:
{
  "formula": "C2H4ClN",
  "method": "ωB97M-V/def2-TZVPD",
  "symbols": ["C", "C", "N", "Cl", "H", "H", "H", "H"],
  "positions_angstrom": [[0.9233, -0.9038, -0.0551], [-1.0334, 0.9822, -0.0569], [1.0891, 0.2828, -0.2625], [-1.9542, -0.4390, 0.0631], [1.7034, -1.6470, -0.1747], [-0.0753, -1.5075, 0.1788], [-1.3805, 1.5640, -0.8548], [-0.5670, 1.3384, 0.8123]],
  "forces_ev_per_a": [[-1.348, -3.137, 0.205], [2.270, -2.263, -0.009], [-2.563, 1.977, -0.435], [-0.259, 0.249, 0.331], [0.781, 0.127, 0.215], [1.277, 1.314, -0.448], [0.230, 0.952, -0.966], [-0.387, 0.781, 1.108]],
  "spin_multiplicity": 1,
  "fmax_ev_per_a": 3.421,
  "e_homo_ev": [-8.762, -8.725],
  "lumo_ev": [0.097, 0.090],
  "orbital_gap_ev": [8.86, 8.82]
}

Entry 6:
{
  "formula": "C2H4ClN2",
  "method": "ωB97M-V/def2-TZVPD",
  "symbols": ["C", "N", "C", "N", "Cl", "H", "H", "H", "H"],
  "positions_angstrom": [[1.6915, 0.3995, 0.2128], [0.3883, 0.0426, -0.0568], [-0.7191, -0.3763, -0.2009], [-1.9811, -0.7397, -0.3456], [-3.1550, 0.3293, 0.3560], [2.4852, 0.1380, -0.4919], [1.6854, 1.4690, 0.2537], [2.0729, 0.1010, 1.1826], [-2.4681, -1.3635, -0.9098]],
  "forces_ev_per_a": [[2.246, 1.177, 0.944], [-6.034, -3.093, -1.199], [2.983, 0.893, -0.121], [1.456, 2.954, 2.303], [0.392, -0.101, 0.002], [-0.804, -0.387, -0.548], [0.119, 0.868, -0.117], [-0.507, -0.538, 0.294], [0.149, -1.774, -1.559]],
  "spin_multiplicity": 1,
  "fmax_ev_per_a": 6.885,
  "e_homo_ev": -15.496,
  "charge": 1,
  "lumo_ev": -5.644,
  "orbital_gap_ev": 9.85
}

Entry 7:
{
  "formula": "C2H4ClN2O",
  "method": "ωB97M-V/def2-TZVPD",
  "symbols": ["C", "C", "N", "N", "O", "Cl", "H", "H", "H", "H"],
  "positions_angstrom": [[-2.9949, 0.0480, 0.2718], [1.7584, -0.4197, 0.8838], [0.2656, -0.0064, -0.8776], [-3.5153, 1.0271, 0.6940], [1.4276, -0.0703, -0.2860], [-2.2640, -1.1401, -0.4589], [2.7977, -0.6079, 1.0615], [1.0288, -0.7748, 1.6370], [0.4264, 0.5174, -1.7629], [-4.2310, 1.6335, 1.0579]],
  "forces_ev_per_a": [[-2.072, 3.767, 1.072], [-1.565, -0.899, 0.025], [-1.806, 0.408, 0.007], [2.109, -4.108, -1.571], [2.540, 0.345, 0.069], [-0.251, 0.049, 0.343], [0.429, 0.463, -0.203], [0.098, 0.408, -0.687], [0.531, -0.614, 0.804], [-0.014, 0.180, 0.140]],
  "spin_multiplicity": 1,
  "fmax_ev_per_a": 4.877,
  "e_homo_ev": [-11.942, -12.008],
  "charge": 1,
  "lumo_ev": [-4.887, -4.885],
  "orbital_gap_ev": [7.05, 7.12]
}

Entry 8:
{
  "formula": "C2H4ClN3",
  "method": "ωB97M-V/def2-TZVPD",
  "symbols": ["C", "C", "N", "N", "N", "Cl", "H", "H", "H", "H"],
  "positions_angstrom": [[-0.0174, 0.0442, -1.7160], [-0.2383, 0.2058, 1.5726], [0.0125, -0.9168, -0.9521], [0.0539, -1.9141, -0.4259], [0.5548, 1.0231, 1.0680], [-1.8300, 0.7162, 1.7423], [0.8007, 0.2113, -2.3376], [-0.8649, 0.6617, -1.7907], [-0.0024, -0.7693, 1.8882], [1.5310, 0.7380, 0.9511]],
  "forces_ev_per_a": [[-0.372, 2.813, -1.677], [1.459, 1.105, -0.271], [-0.203, -3.534, 0.479], [0.108, -0.323, 1.149], [0.712, 0.801, -0.249], [-1.649, -0.003, 0.311], [1.309, 0.225, -0.772], [-0.885, 0.561, 0.249], [-0.022, -1.257, 0.523], [-0.456, -0.387, 0.259]],
  "spin_multiplicity": 1,
  "fmax_ev_per_a": 3.572,
  "e_homo_ev": -8.797,
  "lumo_ev": 0.879,
  "orbital_gap_ev": 9.68
}

Entry 9:
{
  "formula": "C2H4ClNO2",
  "method": "ωB97M-V/def2-TZVPD",
  "symbols": ["C", "C", "N", "O", "O", "Cl", "H", "H", "H", "H"],
  "positions_angstrom": [[-0.7860, -0.4450, -0.7197], [-0.6956, -0.5237, 0.7162], [1.7502, 1.1708, 0.4065], [2.8565, 1.0182, 0.8164], [1.3551, 1.7389, -0.5845], [-0.3879, -1.9443, 1.4641], [-0.5783, 0.5425, -1.0864], [-1.8822, -0.5091, -1.0251], [-0.1975, -1.1125, -1.2771], [-1.4343, 0.0642, 1.2897]],
  "forces_ev_per_a": [[-2.357, 1.039, -0.986], [-1.218, 1.942, 0.582], [0.069, 0.512, -1.191], [-0.467, -0.104, 0.187], [0.282, -0.445, 1.034], [0.738, -2.026, 0.955], [0.445, 0.683, 0.037], [1.032, -0.509, 0.227], [0.698, -1.136, -0.533], [0.777, 0.045, -0.313]],
  "spin_multiplicity": 1,
  "fmax_ev_per_a": 2.758,
  "e_homo_ev": [-10.559, -8.038],
  "lumo_ev": [-0.091, -1.866],
  "orbital_gap_ev": [10.47, 6.17]
}

Entry 10:
{
  "formula": "C2H4ClOP",
  "method": "ωB97M-V/def2-TZVPD",
  "symbols": ["C", "C", "O", "P", "Cl", "H", "H", "H", "H"],
  "positions_angstrom": [[-0.9006, -0.3129, -0.2395], [2.7215, 0.7776, -0.2684], [0.3802, 1.9249, 0.4312], [0.8564, 0.6080, 0.0302], [3.7878, -0.4956, -0.0813], [-0.9250, -1.3023, -0.1288], [-1.4791, 0.3577, 0.5325], [-0.9507, -0.0106, -1.2915], [3.0066, 1.7343, 0.3124]],
  "forces_ev_per_a": [[1.786, 5.581, 0.208], [-3.902, 1.006, 1.116], [-0.875, 1.590, 0.174], [2.662, 0.024, 0.613], [1.052, -1.183, -0.177], [-0.092, -3.897, 0.616], [1.064, -1.498, -1.850], [-0.935, -0.053, 0.265], [-0.761, -1.569, -0.965]],
  "spin_multiplicity": 1,
  "fmax_ev_per_a": 5.863,
  "e_homo_ev": [-8.021, -8.018],
  "lumo_ev": [-0.605, -0.605],
  "orbital_gap_ev": [7.42, 7.41]
}

Which formula does entry 7 have?
C2H4ClN2O